Molecular formula: C17H27N2O7
Method: DFT, ωB97M-V/def2-TZVPD

```
53
C17H27N2O7 (ωB97M-V/def2-TZVPD)
C 3.72 -0.74 -2.53
C 3.45 -0.42 -1.09
C 3.63 -1.46 -0.09
C 3.39 -1.11 1.33
C 3.78 -2.22 2.30
C 3.29 -3.53 1.76
O 3.92 -3.80 0.47
C 4.03 -2.82 -0.46
O 4.48 -3.15 -1.56
O 3.09 0.72 -0.76
H 4.01 -1.79 -2.63
H 2.83 -0.52 -3.11
H 4.53 -0.09 -2.89
H 3.96 -0.20 1.58
H 2.32 -0.88 1.47
H 4.87 -2.23 2.43
H 3.32 -2.03 3.28
H 3.57 -4.38 2.39
H 2.20 -3.49 1.62
C -0.95 5.43 -1.39
C 0.08 4.47 -0.82
C 0.95 3.90 -1.92
C 0.94 5.17 0.22
O -0.59 3.39 -0.06
C -1.36 2.53 -0.75
N -1.66 1.43 0.17
N -2.26 0.48 -0.37
C -3.21 -0.24 0.46
O -3.73 0.16 1.48
O -3.43 -1.41 -0.17
C -4.02 -2.51 0.62
C -5.43 -2.19 1.04
C -3.16 -2.80 1.84
C -3.99 -3.70 -0.34
O -1.77 2.66 -1.88
H -1.57 5.85 -0.60
H -0.45 6.27 -1.90
H -1.58 4.90 -2.12
H 1.66 3.17 -1.51
H 0.32 3.41 -2.67
H 1.52 4.70 -2.41
H 1.66 4.46 0.64
H 1.48 6.02 -0.21
H 0.31 5.55 1.04
H -6.05 -2.00 0.15
H -5.86 -3.03 1.59
H -5.42 -1.30 1.68
H -2.13 -3.03 1.54
H -3.17 -1.94 2.51
H -3.56 -3.67 2.38
H -2.97 -3.90 -0.67
H -4.39 -4.60 0.13
H -4.60 -3.48 -1.23
```

Summary:
Total charge: -1
DFT total energy, eV: -35379.81876


Molecular formula: Ca3H4N8O26
Method: DFT, ωB97M-V/def2-TZVPD

```
41
Ca3H4N8O26 (ωB97M-V/def2-TZVPD)
Ca -2.62 1.28 3.25
Ca 0.30 -0.26 0.42
Ca -0.87 -4.79 1.73
N -1.73 -1.51 2.98
O -0.98 -0.70 2.48
O -2.79 -1.12 3.40
O -1.60 -2.73 2.75
N 0.36 2.10 -3.89
O -0.83 2.17 -4.14
O 1.08 2.84 -3.27
O 0.95 1.09 -4.27
N 1.98 -2.66 2.08
O 1.82 -1.71 1.33
O 2.82 -2.61 2.96
O 1.10 -3.50 2.05
N 1.23 -2.27 -2.18
O 0.52 -1.91 -1.26
O 0.77 -2.00 -3.24
O 2.22 -2.93 -1.96
N 0.78 2.37 2.66
O 1.14 1.32 2.16
O -0.41 2.44 2.90
O 1.53 3.28 2.79
N -1.33 2.65 -0.70
O -2.24 2.49 -1.56
O -0.91 1.65 -0.14
O -0.87 3.74 -0.34
N 3.04 0.78 -1.02
O 3.86 1.49 -0.43
O 3.36 -0.23 -1.73
O 1.86 1.02 -0.88
N -3.27 -0.43 -0.10
O -2.19 -1.03 -0.27
O -3.53 0.26 0.87
O -4.12 -0.48 -0.92
O 1.94 4.02 -0.97
H 2.48 3.32 -1.33
H 1.10 3.61 -0.77
O -1.81 -3.82 -0.15
H -2.15 -4.34 -0.88
H -1.99 -2.91 -0.40
```

Summary:
Total charge: -2
DFT total energy, eV: -120513.24712


Molecular formula: C20H16Cl2N4O2
Method: DFT, ωB97M-V/def2-TZVPD

```
44
C20H16Cl2N4O2 (ωB97M-V/def2-TZVPD)
C 5.08 -2.55 1.33
N 4.22 -1.35 1.23
C 2.87 -1.37 0.81
C 2.05 -0.24 0.71
N 0.66 -0.42 0.42
C 0.03 -1.50 -0.24
O 0.64 -2.52 -0.64
C -1.38 -1.26 -0.48
N -2.51 -1.95 -0.65
N -3.53 -1.10 -0.22
C -4.96 -1.27 -0.68
C -5.31 -2.68 -1.01
C -5.96 -1.98 0.14
C -3.04 0.08 0.27
C -1.71 -0.11 0.22
C -0.42 0.58 0.65
C -0.19 1.63 -0.36
C -0.43 2.97 0.04
C -0.09 4.07 -0.72
C 0.59 3.94 -1.99
Cl 1.02 5.40 -2.82
C 0.83 2.53 -2.42
C 0.42 1.44 -1.61
C 2.58 1.03 1.16
C 3.98 1.07 1.38
Cl 4.73 2.64 1.57
C 4.82 -0.12 1.39
O 5.99 0.13 1.64
H 5.96 -2.41 2.05
H 5.46 -3.14 0.45
H 4.46 -3.27 1.80
H 2.65 -2.36 0.69
H -5.38 -0.39 -1.28
H -4.65 -3.44 -0.79
H -5.83 -2.88 -2.00
H -7.01 -1.74 0.07
H -5.69 -2.49 1.05
H -3.71 0.88 0.70
H -0.26 0.99 1.69
H -0.91 3.23 1.02
H -0.30 5.12 -0.55
H 1.43 2.31 -3.30
H 0.79 0.52 -1.97
H 2.01 1.96 1.25
```

Summary:
Total charge: 0
Structure (SMILES): Cn1cc(N2C(=O)c3nn(C4CC4)cc3[C@@H]2c2ccc(Cl)cc2)cc(Cl)c1=O
DFT total energy, eV: -56095.62016


Molecular formula: AgCl4
Method: DFT, ωB97M-V/def2-TZVPD

```
5
AgCl4 (ωB97M-V/def2-TZVPD)
Ag 0.45 6.29 6.11
Cl 2.30 4.26 8.91
Cl -1.01 9.44 7.79
Cl -2.48 3.79 5.25
Cl 2.07 6.96 2.81
```

Summary:
Total charge: -3
DFT total energy, eV: -54088.79983


Molecular formula: C41H65N11O8P2S2
Method: DFT, ωB97M-V/def2-TZVPD

```
129
C41H65N11O8P2S2 (ωB97M-V/def2-TZVPD)
C 1.56 0.75 2.05
C 1.20 -0.45 1.10
O 2.28 -0.64 0.15
P 1.69 -0.72 -1.41
O 1.22 0.60 -1.91
C 0.44 -2.09 -1.57
C -1.06 -1.55 -1.41
C -1.78 -2.06 -0.10
C -2.70 -3.33 -0.28
P -2.84 -4.10 1.46
O -1.50 -5.05 1.82
O -4.13 -5.11 1.61
S -2.88 -2.73 2.86
C -4.11 -3.01 -0.92
C -5.00 -1.99 -0.09
C -5.09 -0.62 -0.88
C -4.46 0.55 -0.25
C -4.47 1.85 -0.94
C -5.11 1.94 -2.25
C -5.11 3.29 -3.06
C -5.79 0.79 -2.88
C -5.76 -0.48 -2.16
C -5.00 -4.27 -1.25
C -4.25 -5.47 -1.94
O -3.01 -5.87 -1.31
S -1.94 -4.62 -1.38
O -0.60 -4.98 -0.98
O -1.91 -4.19 -2.77
O 2.99 -1.17 -2.33
C 4.12 -0.30 -2.13
C 5.40 -0.84 -2.88
H 1.88 1.64 1.44
H 0.64 0.96 2.66
H 2.40 0.47 2.75
H 0.99 -1.38 1.69
H 0.28 -0.15 0.53
H 0.63 -2.78 -0.70
H 0.62 -2.58 -2.56
H -1.66 -1.72 -2.35
H -0.96 -0.43 -1.33
H -0.99 -2.27 0.68
H -2.41 -1.22 0.28
H -0.76 -4.40 1.85
H -4.71 -4.83 2.35
H -3.89 -2.51 -1.91
H -6.04 -2.40 0.00
H -4.61 -1.73 0.92
H -3.99 0.43 0.75
H -3.97 2.73 -0.48
H -4.94 4.17 -2.40
H -4.20 3.23 -3.73
H -6.00 3.39 -3.72
H -6.29 0.93 -3.86
H -6.27 -1.35 -2.64
H -5.60 -4.63 -0.38
H -5.77 -3.92 -2.00
H -4.94 -6.36 -1.85
H -4.16 -5.29 -3.04
H 3.94 0.74 -2.53
H 4.43 -0.19 -1.05
H 5.61 -1.91 -2.63
H 5.29 -0.71 -3.99
H 6.32 -0.27 -2.57
C 1.60 3.76 -2.19
C 2.18 5.05 -1.82
N 2.62 6.07 -1.53
H 1.50 3.11 -1.32
H 0.61 3.88 -2.63
H 2.22 3.24 -2.91
C 7.61 1.75 -5.64
C 7.64 1.42 -4.22
N 7.67 1.16 -3.10
H 7.75 0.87 -6.26
H 6.66 2.20 -5.92
H 8.40 2.46 -5.90
C 3.67 5.78 2.13
C 2.35 5.15 2.10
N 1.32 4.66 2.07
H 4.17 5.61 3.09
H 4.33 5.38 1.36
H 3.61 6.86 1.99
C -5.95 -9.21 1.41
C -5.23 -7.94 1.43
N -4.66 -6.93 1.44
H -6.39 -9.42 0.44
H -5.29 -10.05 1.66
H -6.76 -9.22 2.14
C 0.82 -7.88 1.77
C 0.85 -8.23 3.19
N 0.87 -8.51 4.30
H 0.95 -8.75 1.14
H -0.12 -7.41 1.49
H 1.62 -7.17 1.52
C -0.83 4.11 4.73
C -2.15 3.48 4.69
N -3.19 2.99 4.66
H -0.34 3.94 5.69
H -0.18 3.72 3.95
H -0.90 5.19 4.59
C 1.65 8.96 2.62
C 1.68 8.58 4.04
N 1.70 8.29 5.14
H 1.82 8.10 1.97
H 0.69 9.40 2.35
H 2.42 9.70 2.39
C 6.37 5.36 -7.61
C 7.53 4.58 -8.02
N 8.44 3.96 -8.34
H 6.31 5.45 -6.52
H 6.41 6.38 -8.01
H 5.44 4.91 -7.95
C 3.69 -6.87 4.74
C 4.24 -5.55 4.44
N 4.67 -4.51 4.20
H 2.76 -7.05 4.21
H 4.38 -7.67 4.46
H 3.48 -6.98 5.81
C -6.08 -0.74 5.47
C -6.40 -1.88 4.62
N -6.65 -2.79 3.96
H -5.01 -0.66 5.65
H -6.41 0.20 5.02
H -6.56 -0.82 6.45
C 5.19 10.24 0.41
C 5.22 9.86 1.82
N 5.24 9.56 2.93
H 5.35 9.38 -0.24
H 4.23 10.67 0.14
H 5.96 10.98 0.18
```

Summary:
Total charge: 0
Structure (SMILES): CCOP(=O)(CCC[C@@]1(P(O)(O)=S)[C@H](Cc2ccc(C)cc2)CCOS1(=O)=O)OCC.CC#N.CC#N.CC#N.CC#N.CC#N.CC#N.CC#N.CC#N.CC#N.CC#N.CC#N
DFT total energy, eV: -116586.82937


Molecular formula: C17H38AlN2O10
Method: DFT, ωB97M-V/def2-TZVPD

```
68
C17H38AlN2O10 (ωB97M-V/def2-TZVPD)
C 2.41 3.74 2.94
C 3.39 2.60 2.36
C 3.09 1.94 0.92
N 4.42 2.14 3.02
Al 5.80 3.44 3.26
O 6.47 4.03 1.59
C 7.27 2.50 4.39
O 8.52 3.24 4.45
O 8.97 3.59 3.21
O 5.25 4.99 4.19
C 6.28 5.55 4.93
N 7.16 6.06 5.55
H 2.85 4.18 3.89
H 1.45 3.18 3.27
H 2.10 4.52 2.18
H 2.91 2.71 0.10
H 3.92 1.23 0.61
H 2.15 1.27 1.09
H 6.39 5.01 1.57
H 6.78 2.33 5.41
H 7.42 1.47 3.88
H 8.65 2.95 2.53
C -1.51 -1.25 0.12
O -2.19 -0.63 1.18
C -1.39 -0.52 2.35
C -1.89 0.61 3.25
O -1.50 1.90 2.80
C -2.18 2.39 1.64
C -3.62 2.80 1.91
O -4.46 1.65 1.95
C -5.66 1.89 2.67
H -1.23 -2.28 0.39
H -2.17 -1.28 -0.75
H -0.62 -0.68 -0.15
H -0.34 -0.33 2.08
H -1.46 -1.47 2.89
H -1.43 0.49 4.23
H -2.97 0.55 3.41
H -2.10 1.69 0.81
H -1.62 3.29 1.35
H -3.98 3.45 1.11
H -3.67 3.34 2.87
H -5.43 2.16 3.71
H -6.24 0.97 2.67
H -6.25 2.68 2.19
C -0.89 -6.28 -6.60
O -1.58 -5.66 -5.54
C -0.77 -5.55 -4.37
C -1.28 -4.42 -3.48
O -0.88 -3.12 -3.93
C -1.56 -2.63 -5.09
C -3.00 -2.22 -4.82
O -3.85 -3.37 -4.78
C -5.04 -3.13 -4.06
H -0.62 -7.31 -6.33
H -1.55 -6.31 -7.47
H 0.00 -5.71 -6.87
H 0.27 -5.36 -4.64
H -0.84 -6.50 -3.83
H -0.81 -4.53 -2.49
H -2.36 -4.47 -3.32
H -1.48 -3.34 -5.92
H -1.01 -1.73 -5.38
H -3.36 -1.57 -5.62
H -3.05 -1.68 -3.86
H -4.82 -2.86 -3.02
H -5.63 -4.05 -4.06
H -5.63 -2.33 -4.54
```

Summary:
Total charge: -1
DFT total energy, eV: -48293.72899


| no. | largest force on an atom (eV/Å) |
| --- | --- |
| 1 | 2.669 |
| 2 | 7.051 |
| 3 | 5.615 |
| 4 | 0.296 |
| 5 | 7.503 |
| 6 | 4.413 |